{"formula": "C19H26N2O4S", "method": "wB97M-V/def2-TZVPD", "elements": ["C", "C", "H", "H", "C", "N", "C", "O", "C", "N", "C", "O", "C", "C", "C", "C", "C", "C", "O", "C", "H", "H", "H", "O", "C", "H", "H", "H", "H", "H", "C", "H", "S", "C", "C", "H", "H", "H", "C", "H", "H", "H", "H", "H", "C", "H", "H", "H", "H", "H", "H", "H"], "coordinates": [[-1.85455, -4.03933, -0.76453], [-3.03196, -3.22870, -1.29746], [-2.70537, -2.64500, -2.16124], [-3.81535, -3.90971, -1.63514], [-3.64264, -2.25987, -0.27513], [-2.68999, -1.21489, 0.04213], [-2.98546, 0.08682, -0.00544], [-4.06923, 0.53331, -0.32273], [-1.79779, 0.96876, 0.46171], [-0.52434, 0.61850, -0.15829], [0.30500, -0.34915, 0.33922], [-0.09839, -1.27539, 1.02952], [1.68087, -0.00079, -0.06379], [1.63137, 1.29172, -0.61072], [2.76708, 1.97931, -0.96336], [3.98446, 1.37144, -0.71392], [4.07778, 0.08303, -0.19367], [2.90595, -0.66175, 0.09143], [3.07552, -1.95814, 0.45369], [2.06364, -2.90338, 0.17378], [1.63097, -2.73163, -0.81607], [2.55838, -3.87412, 0.19443], [1.27092, -2.87732, 0.92248], [5.35635, -0.35203, -0.04679], [5.67927, -1.48202, 0.73672], [5.16202, -1.46858, 1.69731], [6.75490, -1.41209, 0.90091], [5.45299, -2.41487, 0.21666], [4.91069, 1.87615, -0.93689], [2.71243, 2.96982, -1.38423], [0.21274, 1.71663, -0.71945], [-0.07865, 1.93316, -1.75354], [-0.28400, 3.16615, 0.29493], [-2.01610, 2.48396, 0.28069], [-2.79951, 3.06047, 1.44866], [-3.77786, 2.58590, 1.48769], [-2.28040, 2.88927, 2.38951], [-2.93289, 4.13143, 1.31830], [-2.66481, 2.87829, -1.03965], [-3.71160, 2.58786, -1.03096], [-2.18926, 2.39030, -1.88709], [-2.59288, 3.95592, -1.16884], [-1.70229, 0.75640, 1.53985], [-1.81002, -1.50253, 0.46416], [-4.09844, -2.95465, 1.00679], [-3.24252, -3.32128, 1.56753], [-4.75224, -3.78962, 0.77001], [-4.64377, -2.25204, 1.63214], [-4.50101, -1.75894, -0.73699], [-1.41545, -4.62388, -1.56990], [-1.08207, -3.39212, -0.35703], [-2.17536, -4.72674, 0.01318]], "largest_force_ev_per_a": 0.89, "smiles": "CC[C@@H](C)NC(=O)[C@H]1N2C(=O)c3c(ccc(OC)c3OC)[C@@H]2SC1(C)C", "homo_lumo_gap_ev": 8.8, "e_tot_ev": -42131.1518, "e_homo_ev": -8.40, "spin_multiplicity": 1, "charge": 0}